1.
18
Properties=species:S:1:pos:R:3:mulliken_charge:R:1 method="wB97M-V/def2-TZVPD" total_charge=0 smiles="CC(N)=O.O.O.O" multiplicity=1 total_energy_ev=-11932.756
C -1.9174 0.5539 -0.3798 -0.8311
C -1.4242 -0.7768 -0.9253 0.5655
N -0.4473 -1.4480 -0.2081 -0.4053
O -1.8485 -1.1858 -1.9835 -0.5815
H -1.1505 0.9814 0.2746 0.2679
H -2.7714 0.3581 0.2642 0.3097
H -2.1221 1.2019 -1.2134 0.2692
H -0.6095 -2.4351 -0.0602 0.2544
H -0.1999 -0.9862 0.6582 0.1623
O 1.4930 1.5940 1.3226 -0.6348
H 1.5851 2.5188 1.5576 0.3079
H 1.4395 1.0128 2.0848 0.3098
O 1.9417 -1.4698 3.1258 -0.6123
H 1.2138 -2.0909 3.2268 0.3135
H 2.7055 -1.9463 3.4856 0.3113
O 0.6120 1.7276 -3.7113 -0.6414
H 0.4268 1.0550 -3.0559 0.3213
H 1.0735 1.3355 -4.4627 0.3134

***

2.
18
Properties=species:S:1:pos:R:3:mulliken_charge:R:1 method="wB97M-V/def2-TZVPD" total_charge=0 smiles="NCC=O.O.O.O" multiplicity=1 total_energy_ev=-11932.070
N -0.9353 -0.4705 0.5580 -0.5196
C -0.4636 0.7461 1.2488 -0.6614
C 0.9665 1.1226 0.8903 0.0767
O 1.9349 0.8187 1.5473 -0.5407
H -0.2361 -1.2028 0.6760 0.3059
H -1.7713 -0.6890 1.0817 0.2208
H -0.6187 0.6878 2.3289 0.4065
H -0.9840 1.6565 0.9117 0.3361
H 1.0487 1.3721 -0.1838 0.3549
O 1.4776 -1.9289 1.8083 -0.6244
H 2.0872 -2.5882 1.4696 0.3012
H 2.0177 -1.1582 1.9992 0.3373
O 0.0467 1.5589 -2.0900 -0.6105
H -0.5009 0.8625 -2.4621 0.3667
H 0.2311 2.2261 -2.7513 0.2868
O -1.4638 -0.6611 -2.4616 -0.7395
H -1.4566 -1.4302 -3.0375 0.3154
H -1.3800 -0.9223 -1.5334 0.3876

***

3.
19
Properties=species:S:1:pos:R:3:mulliken_charge:R:1 method="wB97M-V/def2-TZVPD" total_charge=0 smiles="NCC(=O)O.O.O.O" multiplicity=1 total_energy_ev=-13979.384
N -0.6537 0.7179 -2.7609 -0.4740
C -1.1829 0.4998 -1.4146 -0.3146
C -1.0080 -0.9198 -0.8467 0.5435
O -1.1221 -1.9886 -1.3735 -0.5710
O -0.6496 -0.9350 0.4717 -0.7954
H 0.3355 0.6019 -2.7673 0.1908
H -1.2373 0.5069 -3.5462 0.2016
H -2.2695 0.4985 -1.4488 0.2911
H -0.8454 1.3219 -0.8018 0.2473
H -1.0896 -0.1231 1.1236 0.4098
O -1.0257 0.8414 2.0419 -0.5247
H -1.5845 1.1924 2.7510 0.3093
H -0.1362 0.9972 2.4063 0.3500
O 3.1015 1.2459 0.4079 -0.5969
H 3.2031 0.9841 1.3260 0.3043
H 3.5936 2.0547 0.2383 0.2983
O 1.4531 -0.2933 2.2300 -0.6893
H 2.2674 -0.6722 1.8719 0.3132
H 0.9137 -0.5181 1.4422 0.5067

***

4.
17
Properties=species:S:1:pos:R:3:mulliken_charge:R:1 method="wB97M-V/def2-TZVPD" total_charge=-1 multiplicity=1 total_energy_ev=-10442.189
C 0.4312 -0.4817 0.4771 -0.2453
O -0.0584 0.4839 -0.3315 -0.8870
C 1.9425 -1.1119 0.2777 -1.1963
H -0.1641 -1.4992 0.4701 0.1578
H 0.4208 -0.1056 1.5019 0.3224
H 2.2935 -1.8093 1.0555 0.3307
H 2.5562 -0.2591 0.0916 0.3311
H 1.9725 -1.7069 -0.5945 0.2941
H -1.8417 0.4773 0.0855 0.3896
H -3.2229 0.0717 -0.6046 0.2776
O -2.8274 0.6934 -0.0072 -0.7168
H -1.6237 -1.3998 -1.4523 0.2545
H -0.4724 -0.6990 -1.9110 0.3487
O -1.2710 -1.1433 -2.2342 -0.6454
H 1.4143 2.7485 1.2180 0.3052
H -0.1021 2.5920 1.1470 0.2926
O 0.5527 3.1489 0.8110 -0.6136

***

5.
18
Properties=species:S:1:pos:R:3:mulliken_charge:R:1 method="wB97M-V/def2-TZVPD" total_charge=0 smiles=NCCN.O.O multiplicity=1 total_energy_ev=-9343.372
N 0.0063 -0.1129 -1.6154 -0.5937
C -0.1153 -1.1499 -0.5720 -0.4836
C 0.4861 -0.7477 0.7800 -0.5563
N 1.8409 -0.2003 0.7036 -0.5354
H 0.7933 -0.3300 -2.2190 0.2462
H 0.2612 0.7753 -1.2000 0.2417
H -1.1730 -1.2871 -0.3741 0.2380
H 0.3767 -2.0421 -0.9587 0.3206
H 0.3868 -1.6231 1.4356 0.3295
H -0.1511 0.0367 1.2184 0.3756
H 2.5345 -0.9365 0.7263 0.2166
H 2.0306 0.3905 1.5016 0.2010
O 2.3787 2.7922 3.8810 -0.6395
H 3.1469 2.2676 3.6233 0.3193
H 2.2964 2.6637 4.8303 0.3216
O -5.0277 0.0755 -4.2199 -0.6442
H -4.2800 -0.4108 -3.8600 0.3238
H -5.7914 -0.1611 -3.6810 0.3188

***

6.
19
Properties=species:S:1:pos:R:3:mulliken_spin:R:1 method="wB97M-V/def2-TZVPD" total_charge=+1 multiplicity=2 s2=0.769 total_energy_ev=-11381.405
C 0.9165 1.1718 0.9851 0.0069
N -1.0716 2.9841 0.7535 0.3435
C -1.4094 1.7048 1.0621 -0.0246
N -0.4992 0.7617 1.2767 0.6531
H 1.0411 1.5425 -0.0429 0.0024
H 1.5225 0.2716 0.9375 0.0072
H 1.3861 1.8963 1.6457 0.0331
H -0.1171 3.1635 0.4576 -0.0110
H -1.4899 3.6370 1.4081 -0.0086
H -2.4626 1.4536 1.1091 -0.0023
H -2.6552 -0.2759 -6.5446 0.0000
H -2.7042 -0.1317 -5.0764 0.0000
O -2.0795 -0.3993 -5.7523 0.0000
H 0.5524 -4.8276 -0.9162 0.0000
H 0.6751 -6.2370 -1.5858 0.0000
O 1.0848 -5.6280 -0.9618 0.0000
H 3.5441 0.4406 3.8310 0.0000
H 2.1234 -0.0380 4.0766 0.0001
O 2.6528 0.5567 3.5305 0.0003

***

Repeat the second record exactly.
18
Properties=species:S:1:pos:R:3:mulliken_charge:R:1 method="wB97M-V/def2-TZVPD" total_charge=0 smiles="NCC=O.O.O.O" multiplicity=1 total_energy_ev=-11932.070
N -0.9353 -0.4705 0.5580 -0.5196
C -0.4636 0.7461 1.2488 -0.6614
C 0.9665 1.1226 0.8903 0.0767
O 1.9349 0.8187 1.5473 -0.5407
H -0.2361 -1.2028 0.6760 0.3059
H -1.7713 -0.6890 1.0817 0.2208
H -0.6187 0.6878 2.3289 0.4065
H -0.9840 1.6565 0.9117 0.3361
H 1.0487 1.3721 -0.1838 0.3549
O 1.4776 -1.9289 1.8083 -0.6244
H 2.0872 -2.5882 1.4696 0.3012
H 2.0177 -1.1582 1.9992 0.3373
O 0.0467 1.5589 -2.0900 -0.6105
H -0.5009 0.8625 -2.4621 0.3667
H 0.2311 2.2261 -2.7513 0.2868
O -1.4638 -0.6611 -2.4616 -0.7395
H -1.4566 -1.4302 -3.0375 0.3154
H -1.3800 -0.9223 -1.5334 0.3876